{"formula": "C10H8P2", "method": "ωB97M-V/def2-TZVPD", "homo_lumo_gap_ev": [7.69, 7.75], "de_lowest_kcal_mol": 52.3, "lumo_ev": [-0.48, -0.96], "total_charge": 0, "elements": ["P", "P", "C", "C", "C", "C", "C", "C", "C", "C", "C", "C", "H", "H", "H", "H", "H", "H", "H", "H"], "positions_angstrom": [[1.318, 0.543, -1.002], [-1.089, -0.953, -0.600], [-1.824, 0.482, -1.298], [-0.509, 2.262, 1.627], [2.607, 0.807, 0.098], [-2.430, 1.429, -1.654], [0.119, 0.082, 0.396], [-3.372, -1.063, 1.345], [1.886, -2.175, -1.523], [3.445, 1.139, 0.906], [-0.334, 1.246, 1.023], [-2.353, -1.131, 0.681], [2.939, -2.060, -1.482], [-4.299, -1.024, 1.965], [4.208, 1.090, 1.669], [0.840, -0.539, 1.081], [1.404, -2.590, -0.666], [-3.086, 1.965, -2.246], [-0.970, 3.231, 1.973], [1.498, -2.741, -2.294]]}


{"formula": "C9H16IrN3O5SSe4", "method": "ωB97M-V/def2-TZVPD", "homo_lumo_gap_ev": [7.76, 5.34], "de_lowest_kcal_mol": 21.5, "spin_multiplicity": 6, "lumo_ev": [-3.29, -5.47], "total_charge": 1, "elements": ["Ir", "Se", "Se", "Se", "Se", "S", "O", "O", "O", "O", "O", "N", "N", "N", "C", "C", "C", "C", "C", "C", "C", "C", "C", "H", "H", "H", "H", "H", "H", "H", "H", "H", "H", "H", "H", "H", "H", "H", "H"], "positions_angstrom": [[1.063, -1.617, -0.402], [3.512, -0.987, -2.700], [4.787, -2.002, 0.697], [5.390, -1.538, -1.677], [4.287, -0.033, 1.521], [-0.252, -3.929, -4.122], [1.318, -3.195, 0.695], [1.411, 0.447, -1.088], [1.414, -2.082, 1.418], [-1.212, -0.749, -0.038], [0.530, 0.523, 1.406], [0.577, -2.166, -2.161], [0.905, 2.586, -1.533], [-2.598, -1.321, 1.647], [-0.568, 0.012, 2.126], [-2.983, -1.342, 3.043], [-3.432, -2.119, 0.761], [-1.510, -0.726, 1.170], [0.292, 1.688, 0.654], [0.221, -2.951, -2.985], [1.444, 2.494, -2.883], [0.399, 3.884, -1.116], [0.905, 1.532, -0.733], [-4.063, -1.221, 3.117], [-0.778, 1.887, 0.537], [-4.457, -1.749, 0.779], [-2.499, -0.546, 3.600], [0.326, 4.526, -1.988], [0.715, 2.891, -3.588], [1.072, 4.361, -0.399], [-0.592, 3.801, -0.671], [1.640, 1.454, -3.127], [-1.083, 0.806, 2.676], [2.371, 3.063, -2.962], [-0.134, -0.700, 2.829], [-3.040, -2.057, -0.248], [0.764, 2.535, 1.167], [-3.423, -3.161, 1.083], [-2.717, -2.300, 3.496]]}


{"formula": "C21H17I2IrN5OS3", "method": "ωB97M-V/def2-TZVPD", "homo_lumo_gap_ev": [6.92, 5.45], "de_lowest_kcal_mol": 10.5, "spin_multiplicity": 2, "lumo_ev": [-7.11, -8.74], "total_charge": 2, "elements": ["Ir", "I", "I", "S", "S", "S", "O", "N", "N", "N", "N", "N", "C", "C", "C", "C", "C", "C", "C", "C", "C", "C", "C", "C", "C", "C", "C", "C", "C", "C", "C", "C", "C", "H", "H", "H", "H", "H", "H", "H", "H", "H", "H", "H", "H", "H", "H", "H", "H", "H"], "positions_angstrom": [[0.433, 1.081, 1.656], [0.488, 2.546, 4.521], [-2.103, 2.051, 2.198], [-2.283, 0.080, -0.583], [0.729, -0.314, -0.211], [-4.574, -0.507, -2.339], [4.062, 0.200, 3.198], [-2.038, -1.554, -2.512], [0.645, -0.638, 2.867], [2.357, 1.096, 1.983], [1.040, 2.699, 0.440], [-0.813, -1.454, -1.994], [-0.016, -2.630, 3.971], [2.279, -1.950, 4.001], [-2.184, -2.440, -3.613], [-2.367, -4.121, -5.802], [1.294, -2.856, 4.369], [-1.398, 3.223, 3.837], [2.924, 3.911, -0.350], [2.356, 2.971, 0.497], [-0.308, -1.506, 3.221], [-3.021, -0.765, -1.917], [1.916, -0.858, 3.243], [-3.492, -3.863, -5.028], [2.127, 4.572, -1.263], [-0.757, -0.617, -0.982], [-1.140, -3.554, -5.463], [0.769, 4.276, -1.320], [2.918, 0.169, 2.802], [-3.411, -3.032, -3.929], [3.154, 2.210, 1.509], [0.264, 3.333, -0.458], [-1.038, -2.720, -4.374], [0.115, 4.771, -2.023], [2.558, 5.305, -1.933], [-0.096, -2.263, -4.116], [-0.809, -3.312, 4.241], [-1.299, 4.244, 3.489], [-4.278, -2.890, -3.307], [-2.443, -4.773, -6.661], [-2.130, 3.134, 4.631], [-1.317, -1.283, 2.903], [3.317, -2.064, 4.281], [1.544, -3.726, 4.961], [-0.264, -3.764, -6.061], [3.414, 2.875, 2.343], [4.105, 1.863, 1.098], [3.986, 4.105, -0.285], [-4.436, -4.330, -5.273], [-0.784, 3.069, -0.463]]}


{"formula": "C16H27BrN8O20", "method": "ωB97M-V/def2-TZVPD", "homo_lumo_gap_ev": 8.24, "smiles": "C#CC1=C(CC(=O)Br)C(=O)OC1=O.C[N+](=O)[O-].C[N+](=O)[O-].C[N+](=O)[O-].C[N+](=O)[O-].C[N+](=O)[O-].C[N+](=O)[O-].C[N+](=O)[O-].C[N+](=O)[O-]", "lumo_ev": -1.62, "total_charge": 0, "elements": ["Br", "O", "O", "O", "O", "O", "O", "O", "O", "O", "O", "O", "O", "O", "O", "O", "O", "O", "O", "O", "O", "N", "N", "N", "N", "N", "N", "N", "N", "C", "C", "C", "C", "C", "C", "C", "C", "C", "C", "C", "C", "C", "C", "C", "C", "H", "H", "H", "H", "H", "H", "H", "H", "H", "H", "H", "H", "H", "H", "H", "H", "H", "H", "H", "H", "H", "H", "H", "H", "H", "H", "H"], "positions_angstrom": [[-0.672, -0.921, 1.820], [2.053, -0.468, 2.241], [2.671, 9.177, 6.265], [-0.230, -0.485, -3.874], [1.082, -5.709, 3.169], [-2.155, -3.318, 0.877], [-2.461, -1.983, -2.057], [-1.135, 3.269, 0.817], [6.248, -0.352, 2.175], [0.593, 4.595, 1.725], [2.962, 2.104, -2.566], [-6.234, -4.414, -1.186], [1.613, -6.889, 1.429], [-4.312, -1.027, -1.455], [2.364, 5.010, 3.243], [3.652, 7.308, 6.764], [-5.475, -5.133, -3.086], [0.868, 1.728, -2.150], [7.253, -2.246, 1.855], [-3.318, -1.733, 1.802], [-2.257, -0.360, -4.642], [6.266, -1.537, 1.884], [1.796, 2.443, -2.491], [-3.134, -1.007, -1.780], [0.885, -6.128, 2.043], [-1.073, -0.642, -4.737], [-3.190, -2.705, 1.070], [2.904, 7.994, 6.090], [-6.080, -4.336, -2.393], [1.817, 4.358, 2.398], [1.190, 2.415, 1.098], [1.133, -0.110, 1.545], [2.262, 2.971, 1.790], [4.961, -2.161, 1.538], [-6.686, -3.159, -3.071], [2.210, 7.333, 4.951], [-2.472, 0.322, -1.842], [1.481, 3.852, -2.848], [-4.399, -3.183, 0.352], [-0.003, 3.441, 1.179], [-0.355, -5.667, 1.363], [-0.627, -1.229, -6.028], [3.649, 2.294, 1.913], [1.267, 1.011, 0.400], [4.828, 1.984, 1.768], [1.139, 7.422, 5.124], [-1.200, -5.985, 1.970], [-2.531, 0.763, -0.847], [-4.193, -3.122, -0.711], [0.441, -1.429, -5.971], [0.411, 4.011, -2.735], [-0.400, -6.117, 0.374], [-0.307, -4.583, 1.292], [2.291, 0.883, -0.083], [-1.438, 0.183, -2.142], [-6.241, -2.265, -2.636], [5.126, -3.210, 1.304], [-1.185, -2.152, -6.179], [-3.009, 0.921, -2.573], [-5.238, -2.546, 0.618], [5.881, 1.781, 1.428], [0.496, 0.859, -0.400], [2.040, 4.495, -2.170], [-7.759, -3.194, -2.892], [1.788, 4.006, -3.881], [-6.470, -3.220, -4.135], [2.507, 7.851, 4.041], [4.562, -1.630, 0.676], [-0.843, -0.504, -6.811], [4.307, -2.057, 2.403], [2.508, 6.293, 4.916], [-4.582, -4.210, 0.661]]}


{"formula": "C28H30AsFN3O9STi", "method": "ωB97M-V/def2-TZVPD", "homo_lumo_gap_ev": [7.54, 7.48], "spin_multiplicity": 3, "lumo_ev": [2.35, 2.27], "total_charge": -1, "elements": ["As", "Ti", "S", "F", "O", "O", "O", "O", "O", "O", "O", "O", "O", "N", "N", "N", "C", "C", "C", "C", "C", "C", "C", "C", "C", "C", "C", "C", "C", "C", "C", "C", "C", "C", "C", "C", "C", "C", "C", "C", "C", "C", "C", "C", "H", "H", "H", "H", "H", "H", "H", "H", "H", "H", "H", "H", "H", "H", "H", "H", "H", "H", "H", "H", "H", "H", "H", "H", "H", "H", "H", "H", "H", "H"], "positions_angstrom": [[-1.066, -2.739, -0.978], [0.626, 0.020, -0.992], [2.424, -2.355, -1.557], [-1.447, 0.611, 0.810], [2.209, 0.275, -3.476], [1.419, -2.399, -2.589], [2.336, -1.014, -0.813], [-2.394, -2.935, -0.070], [-1.259, -3.473, -2.556], [-0.820, -1.034, -1.355], [0.412, -1.492, 1.154], [3.782, -2.655, -1.893], [2.080, 2.646, 1.719], [-0.001, 1.941, -1.192], [1.195, 0.602, 1.075], [1.201, 0.215, -2.863], [1.933, 4.655, -0.713], [-2.469, 2.570, 1.538], [-2.708, 3.932, 1.409], [1.049, -0.586, 1.690], [2.373, 3.742, -1.857], [1.813, -3.553, -0.403], [-0.936, 2.434, -3.385], [1.215, 3.405, -2.788], [0.235, 3.822, -4.975], [-1.594, 1.947, 0.675], [1.253, 3.993, -4.054], [2.209, 0.759, 3.232], [0.898, -5.528, 1.304], [-0.014, -4.736, 0.610], [-2.056, 4.626, 0.402], [1.778, -0.685, 3.004], [0.107, 2.611, -2.462], [3.173, 2.550, -1.337], [-0.857, 3.044, -4.631], [-0.896, 2.609, -0.338], [-2.145, 1.567, -3.079], [2.715, -4.328, 0.297], [-3.433, 2.391, -3.053], [2.254, -5.322, 1.154], [1.843, 1.479, 1.928], [-1.174, 3.976, -0.449], [0.433, -3.754, -0.256], [-2.261, 0.403, -4.064], [2.623, -1.362, 2.859], [3.774, -4.166, 0.148], [0.295, 4.287, -5.950], [-2.964, 1.963, 2.284], [2.811, 5.049, -0.198], [-1.079, -4.857, 0.763], [-1.336, -0.171, -4.109], [3.063, 4.322, -2.480], [2.577, 1.932, -0.667], [-2.040, -3.091, -2.977], [-3.636, 2.838, -4.029], [-2.496, 0.754, -5.073], [1.348, 5.500, -1.084], [3.276, 0.890, 3.410], [3.563, 1.937, -2.148], [-3.393, 4.433, 2.079], [2.960, -5.936, 1.699], [-3.064, -0.270, -3.751], [-0.680, 4.542, -1.228], [-2.226, 5.687, 0.270], [4.017, 2.907, -0.742], [-3.374, 3.195, -2.319], [1.677, 1.246, 4.051], [-4.282, 1.756, -2.792], [-1.660, 2.896, -5.343], [-2.015, 1.127, -2.092], [0.536, -6.300, 1.971], [1.135, -1.114, 3.771], [2.110, 4.603, -4.311], [1.346, 4.112, 0.025]]}